Density functional theory data (ωB97M-V with the def2-TZVPD basis set) for a single C7H12FNO molecule.

Calculated values
- Electronic energy: -503.64018 hartree
- SMILES: CC(=C=O)CC[C@@H](C)NF
- Relative energy (zero: lowest compared OMol25 entry of this formula, charge and spin): 3.65 kcal per mole
- Frontier orbital gap: 9.49 eV

Cartesian coordinates (Å):
C: 0.338312 2.903585 0.435698
C: -0.684873 0.687433 1.020977
C: -0.226515 -0.561775 0.195067
C: -0.672543 2.063154 0.346644
C: 1.224873 -1.002059 0.229781
C: -1.668631 2.129520 -0.834334
C: 1.487663 -2.278607 -0.466772
N: 1.826751 0.056899 -0.521317
O: 1.134482 3.699965 0.741253
F: 3.167164 -0.258353 -0.613776
H: -1.722636 0.536076 1.300810
H: -0.203929 0.792385 1.962253
H: -1.012033 -1.333294 0.466608
H: -0.452009 -0.251047 -0.846278
H: 1.677984 0.881742 -0.002400
H: 1.607451 -0.995228 1.229138
H: -1.172462 1.492286 -1.589456
H: -1.914360 3.122501 -1.181429
H: -2.455576 1.670598 -0.363551
H: 0.644140 -2.519793 -1.166346
H: 1.728010 -3.195153 0.151421
H: 2.306310 -2.092154 -1.201080

Forces on atoms 1 to 6 (eV/Å):
-0.46 0.06 1.31
0.17 0.47 -0.19
-2.60 0.44 0.13
0.34 -0.25 -1.31
-1.18 0.54 0.33
3.24 0.34 0.13

=====

Density functional theory data (ωB97M-V with the def2-TZVPD basis set) for a single C7H12FP molecule.

Calculated values
- Electronic energy: -715.06587 hartree
- SMILES: C[C@@H]1CC=C(F)[C@@H](P)C1
- Relative energy (zero: lowest compared OMol25 entry of this formula, charge and spin): 0.00 kcal per mole
- Frontier orbital gap: 9.92 eV

Cartesian coordinates (Å):
C: -0.728793 -0.876095 1.672558
C: -0.461923 -1.729232 0.649689
C: -0.421593 0.578154 1.532750
C: 0.979937 -0.005500 -0.550092
C: 0.421485 -1.465098 -0.631258
C: -0.130721 0.921629 -0.004766
C: 0.278085 2.373128 0.035649
F: -0.754727 -3.008928 0.862698
P: -0.777442 -1.807274 -1.985132
H: -1.326019 -1.229247 2.521544
H: -1.364811 1.043541 1.791730
H: 0.473257 0.824189 2.118306
H: 1.841466 0.004082 0.059132
H: 1.219343 0.272136 -1.625464
H: 1.272746 -2.210971 -0.658332
H: -1.096662 0.891780 -0.470563
H: 0.962981 2.720226 0.855605
H: -0.664711 2.931186 0.392256
H: 0.570786 2.638286 -1.062733
H: 0.224435 -2.415466 -2.923497
H: -0.517120 -0.450527 -2.580081

Forces on atoms 1 to 6 (eV/Å):
0.04 -1.18 -1.77
1.83 1.75 1.53
0.09 -1.19 -1.94
-2.54 -0.64 -2.32
-0.24 -0.48 2.28
1.46 0.11 3.29

=====

Density functional theory data (ωB97M-V with the def2-TZVPD basis set) for a molecular structure, C7H12Fe2N4O17.

Calculated values
- Electronic energy: -4298.46102 hartree
- Multiplicity: 11
- Frontier orbital gap (spin up / spin down): 6.99 / 7.35 eV

Cartesian coordinates (Å):
Fe: -1.444358 11.630859 18.323237
Fe: 0.338044 13.458062 21.398289
C: 0.726389 11.381583 16.971549
O: -0.033287 10.573663 17.506436
O: 1.856636 11.604752 17.165250
O: 0.277698 12.340229 17.577455
C: -1.681681 11.915826 20.881726
O: -0.899630 12.067285 21.826543
O: -1.773972 10.971115 20.093846
O: -1.006693 12.599968 20.122413
C: 2.652905 14.162290 20.320796
O: 3.206274 13.493341 19.398199
O: 2.283796 13.760221 21.445229
O: 1.545536 13.982052 19.762070
C: 1.325043 12.566804 25.888145
N: 0.357157 12.918582 24.748614
O: 0.895699 13.106336 23.689609
O: -0.839006 12.896281 24.958838
H: 0.880728 12.226991 26.823668
H: 2.052059 13.369927 26.008717
H: 1.775675 11.694210 25.415273
C: -3.123606 7.932542 16.852096
N: -3.481226 9.395653 16.934230
O: -4.228102 9.802515 16.038391
O: -2.840192 10.113454 17.658216
H: -3.842090 7.351763 17.430531
H: -2.071418 7.811610 17.109736
H: -3.211480 7.612592 15.813824
C: -4.987305 9.647916 20.738940
N: -4.916693 8.231848 20.299993
O: -5.901410 7.571120 20.356564
O: -3.881006 7.781161 19.891085
H: -4.211144 9.775264 21.493569
H: -5.970701 9.949633 21.099477
H: -4.617754 10.290154 19.939522
C: 0.075046 8.358192 20.998975
N: 0.952756 9.398144 21.614577
O: 1.184027 9.313249 22.813038
O: 1.388998 10.297395 20.932012
H: -0.905327 8.814485 20.862007
H: 0.063838 7.484649 21.650825
H: 0.523513 8.124282 20.033439

Forces on atoms 1 to 6 (eV/Å):
0.05 0.73 0.77
0.70 -0.26 -0.51
-1.35 -0.86 5.42
-3.40 -11.93 -3.05
10.99 -1.88 -4.08
-5.31 14.30 0.53

=====

Density functional theory data (ωB97M-V with the def2-TZVPD basis set) for 2 unconnected molecules or ions with the total composition C7H12N.

Calculated values
- Electronic energy: -328.29482 hartree
- Total charge: +1
- Relative energy (zero: lowest compared OMol25 entry of this formula, charge and spin): 84.06 kcal per mole
- Frontier orbital gap: 9.40 eV

Cartesian coordinates (Å):
C: 2.382921 2.016372 -1.284663
C: 2.424715 1.202122 -0.401966
C: -1.215498 -1.335226 -0.672461
C: -0.639790 -0.998218 0.500895
C: -0.855813 -2.648345 -1.165130
C: -1.010276 1.518537 0.446147
C: -0.367153 0.388826 0.969607
N: 0.545953 0.590984 1.859466
H: 2.297417 2.949797 -1.772512
H: -1.619144 -0.537440 -1.307602
H: -0.239562 -1.663446 1.190288
H: 0.003733 -2.926036 -0.417631
H: -0.602126 -2.601879 -2.177055
H: -1.647559 -3.427975 -1.097212
H: -0.884377 1.731912 -0.632362
H: -2.085445 1.500205 0.602436
H: -0.621682 2.382892 0.937998
H: 0.611870 1.624052 1.950677
H: 2.343696 0.306689 0.131559
H: 1.178121 -0.073822 2.339521

Forces on atoms 1 to 6 (eV/Å):
-0.14 0.37 1.13
-0.18 0.01 -1.18
1.03 1.85 0.87
-0.69 3.36 0.15
0.23 -2.23 2.76
-1.49 2.61 -1.65

=====

Density functional theory data (ωB97M-V with the def2-TZVPD basis set) for a molecular structure, C7H12N2.

Calculated values
- Electronic energy: -383.26175 hartree
- Relative energy (zero: lowest compared OMol25 entry of this formula, charge and spin): 101.32 kcal per mole
- Frontier orbital gap (spin up / spin down): 7.01 / 6.80 eV

Cartesian coordinates (Å):
C: 0.042916 0.334958 -2.228634
C: 0.218264 1.682498 2.035117
C: -1.368805 -1.369984 0.958843
C: 1.269613 0.168942 0.233836
C: 0.181945 -0.624411 -1.056607
C: 0.236408 0.621294 0.996141
C: -0.912614 -0.040549 0.398539
N: 2.442960 0.458262 -0.121685
N: 0.311638 -1.895671 -1.214623
H: 2.883701 -0.320409 -0.616860
H: 0.338250 -2.152208 -2.204944
H: -1.764914 0.609499 0.158284
H: -0.854342 0.076659 -2.797204
H: -0.043993 1.372315 -1.906586
H: 0.904844 0.264863 -2.896162
H: -0.585707 2.394120 1.814036
H: 0.008967 1.276497 3.031137
H: 1.165602 2.222156 2.078574
H: -2.052971 -1.874771 0.274870
H: -0.531172 -2.034714 1.161348
H: -1.890590 -1.169347 1.902580

Forces on atoms 1 to 6 (eV/Å):
0.23 0.07 0.08
0.15 -0.30 0.53
-0.03 0.05 0.10
-0.17 0.48 0.88
-1.07 -0.53 -0.04
-0.05 0.29 -0.28

=====

Density functional theory data (ωB97M-V with the def2-TZVPD basis set) for 2 unconnected molecules or ions with the total composition C7H12N2O2.

Calculated values
- Electronic energy: -533.65831 hartree
- Relative energy (zero: lowest compared OMol25 entry of this formula, charge and spin): 189.28 kcal per mole
- Frontier orbital gap (spin up / spin down): 8.61 / 7.48 eV

Cartesian coordinates (Å):
C: -1.333158 -1.244083 -0.832072
C: 1.032256 1.271544 0.321384
C: 0.304603 -0.968179 1.328707
C: 1.762859 -0.865082 -0.789462
C: -2.494761 1.085165 0.096918
C: -0.509271 -0.184138 -0.993715
C: 0.637564 -0.136246 -0.013616
N: -2.101196 -2.102748 -0.737757
N: -3.582178 0.114110 0.076417
O: -3.564698 -0.817403 0.892212
O: -4.392915 0.165245 -0.818536
H: 0.063243 1.784845 0.812050
H: 1.447116 1.922768 -0.463159
H: 1.756729 1.322787 1.202619
H: -0.650543 -0.814768 1.771932
H: 0.293604 -2.106927 1.115816
H: 1.038396 -0.814493 2.035173
H: 2.635204 -1.086372 -0.156840
H: 1.354722 -1.730057 -1.221407
H: 2.072692 -0.266833 -1.657052
H: -2.702260 1.945315 -0.544513
H: -1.861719 1.359253 0.932174
H: -0.670198 0.629337 -1.683670

Forces on atoms 1 to 6 (eV/Å):
-1.33 -1.32 -1.28
-1.28 2.06 3.09
-0.45 -2.02 -3.28
0.57 1.32 0.31
-0.16 0.51 -0.91
-0.11 2.26 2.19

=====

Density functional theory data (ωB97M-V with the def2-TZVPD basis set) for a single C7H12N2O5 molecule.

Calculated values
- Electronic energy: -759.59227 hartree
- SMILES: NCC(=O)N[C@@H](CCC(=O)O)C(=O)O
- Relative energy (zero: lowest compared OMol25 entry of this formula, charge and spin): 75.49 kcal per mole
- Frontier orbital gap: 9.98 eV

Cartesian coordinates (Å):
C: 2.950876 -0.976028 0.746250
C: 1.629554 -0.184824 0.611888
C: -0.010688 0.550746 -0.821932
C: -0.031044 1.982214 -0.045966
C: -1.257340 -0.152549 -0.095034
C: -2.568425 0.351706 -0.506106
C: -3.681813 -0.491753 0.029569
H: 3.289100 -2.780058 -0.367864
H: 4.450263 -1.319635 -0.600627
H: 3.565344 -0.166639 0.682660
H: 3.151830 -1.382930 1.696040
H: 1.827646 -0.729875 -1.374517
H: -0.206658 0.642614 -1.866806
H: -1.033834 -1.200819 -0.310714
H: -1.192753 -0.203840 1.002848
H: -2.705938 1.351253 0.200281
H: -2.695436 0.678482 -1.620378
H: -4.266509 -1.239462 1.438762
H: 0.981403 3.415878 -0.118871
N: 3.365516 -1.751429 -0.426278
N: 1.255171 -0.169965 -0.751342
O: 1.149122 0.430927 1.487338
O: -0.956769 2.576098 0.411111
O: -4.555430 -1.197492 -0.587520
O: -3.653804 -0.492298 1.429426
O: 1.200606 2.459675 -0.242221

Forces on atoms 1 to 6 (eV/Å):
-1.51 -0.64 -0.99
2.94 -3.43 -4.07
-2.01 0.31 1.90
1.54 -2.81 -2.77
3.17 -2.10 -0.28
-2.42 3.80 0.03

=====

Density functional theory data (ωB97M-V with the def2-TZVPD basis set) for a gas-phase ion, C7H12N3 (charge +1).

Calculated values
- Electronic energy: -437.76993 hartree
- Total charge: +1
- Relative energy (zero: lowest compared OMol25 entry of this formula, charge and spin): 143.31 kcal per mole
- Frontier orbital gap (spin up / spin down): 8.08 / 8.08 eV

Cartesian coordinates (Å):
C: 1.400652 -0.974956 -0.329238
C: 1.890889 0.217807 0.288627
C: -0.062733 1.157876 1.481853
C: -1.675469 -1.440292 -0.216829
C: -0.460661 -2.462545 -0.491304
C: -1.452335 0.083245 -0.245636
C: 1.672045 2.559073 0.771963
N: 0.579665 -1.732433 0.231196
N: 1.125647 1.240794 0.725128
N: -1.113585 0.626495 1.028603
H: 1.715226 -0.933277 -1.445192
H: 2.984856 0.444509 0.243622
H: -2.465719 -1.687338 -0.786857
H: -1.911142 -1.750021 0.855983
H: -0.668707 -3.434168 0.130961
H: -0.290218 -2.770555 -1.451297
H: -0.778604 0.455736 -0.919161
H: -2.477726 0.553153 -0.529151
H: 1.905640 2.820769 1.818557
H: 2.593902 2.824683 0.139621
H: 0.958057 3.276272 0.596302
H: -1.762998 0.686201 1.798396

Forces on atoms 1 to 6 (eV/Å):
-0.29 -0.51 -1.72
0.93 3.33 1.06
1.30 0.42 0.66
3.07 -1.05 3.34
-0.92 -0.06 4.59
-4.13 -0.83 0.16

=====

Density functional theory data (ωB97M-V with the def2-TZVPD basis set) for a gas-phase ion, C7H12N3 (charge +1).

Calculated values
- Electronic energy: -437.81274 hartree
- SMILES: c1ccn(N2CC[NH2+]C2)c1
- Total charge: +1
- Relative energy (zero: lowest compared OMol25 entry of this formula, charge and spin): 116.45 kcal per mole
- Frontier orbital gap: 8.40 eV

Cartesian coordinates (Å):
C: 3.443180 -0.805620 0.109196
C: 3.432443 0.588535 -0.286818
C: 2.137144 -1.131530 0.283714
C: 2.164637 1.071833 -0.244318
C: -0.680402 0.109111 -1.237982
C: -2.121056 -0.296482 -0.796185
C: -1.083246 0.207550 1.205844
N: 1.348847 -0.015269 0.042358
N: 0.026553 -0.188235 -0.000678
N: -2.007389 -0.739599 0.646415
H: 4.183143 -1.472026 0.095495
H: 4.239108 1.168987 -0.477872
H: 1.499698 -1.926161 0.773748
H: 1.824883 2.006075 -0.651978
H: -0.466174 -0.697737 -1.956578
H: -0.450406 0.993139 -1.741990
H: -2.706827 0.633706 -0.786348
H: -2.670296 -1.118864 -1.284859
H: -0.606384 -0.168062 2.143888
H: -1.430119 1.260795 1.124286
H: -2.774785 -0.748875 1.267443
H: -1.458868 -1.587130 0.542261

Forces on atoms 1 to 6 (eV/Å):
-3.36 2.77 -0.63
-1.56 -1.89 1.23
-1.70 -0.57 1.21
-0.12 -0.57 -0.90
-0.63 -4.47 0.53
-1.69 1.65 -0.17

=====

Density functional theory data (ωB97M-V with the def2-TZVPD basis set) for a gas-phase ion, C7H12N3 (charge +1).

Calculated values
- Electronic energy: -437.93369 hartree
- SMILES: CC1=[NH+][C@H]2CC=N[C@H]2N1C
- Total charge: +1
- Relative energy (zero: lowest compared OMol25 entry of this formula, charge and spin): 40.55 kcal per mole
- Frontier orbital gap: 10.96 eV

Cartesian coordinates (Å):
C: 2.575282 -0.453512 0.779518
C: -0.915380 0.461169 -0.165296
C: 2.538162 0.890146 0.194588
C: 1.354801 0.803223 -0.764334
C: 0.994099 -0.768040 -0.735617
C: -2.300738 0.718093 0.421527
C: -1.179107 -1.910298 -0.077623
N: 1.796489 -1.319184 0.345166
N: -0.455068 -0.758559 -0.367414
N: 0.018270 1.465386 -0.274561
H: 3.417791 -0.813703 1.489669
H: 2.448108 1.558453 1.036452
H: 3.452664 1.358451 -0.190664
H: 1.645718 1.130126 -1.739663
H: 1.031078 -1.269338 -1.762578
H: -2.614332 -0.262816 0.850071
H: -2.997862 1.057357 -0.364225
H: -2.227675 1.637759 1.048430
H: -0.946401 -2.796569 -0.738892
H: -0.910681 -2.239330 0.912815
H: -2.193200 -1.825148 -0.146017
H: -0.136965 2.425338 -0.225714

Forces on atoms 1 to 6 (eV/Å):
3.77 -0.97 1.23
0.52 1.76 1.12
-0.09 1.38 0.40
-1.41 -0.13 0.81
-0.85 1.43 -0.53
0.78 0.29 -0.91